1.
{"formula": "C5H8O2", "method": "wB97M-V/def2-TZVPD", "elements": ["C", "C", "C", "C", "C", "H", "H", "H", "H", "H", "H", "H", "H", "O", "O"], "positions_angstrom": [[-1.39, -0.56, 1.14], [-0.61, 0.17, -0.14], [-0.25, -0.92, -0.85], [1.24, -1.18, -0.31], [0.88, 0.27, 0.30], [-2.05, 0.19, 1.95], [-2.43, -1.22, 0.64], [-0.81, -1.49, 1.47], [-0.29, 2.02, -0.70], [-0.69, -2.04, -0.72], [-0.30, -0.86, -1.98], [1.22, -1.71, 0.74], [2.25, -1.38, -0.94], [-1.30, 1.34, -0.70], [1.78, 1.14, 0.54]], "lowdin_charge": [-0.034, -0.555, -0.265, -0.040, -0.284, 0.139, 0.149, 0.065, 0.259, 0.157, 0.149, 0.128, 0.156, -0.064, 0.038], "lumo_energy_ev": 0.40, "energy_ha": -345.5625, "gap_ev": 10.07, "total_charge": 0}

---

2.
{"formula": "H64O32", "method": "wB97M-V/def2-TZVPD", "elements": ["O", "H", "H", "O", "H", "H", "O", "H", "H", "O", "H", "H", "O", "H", "H", "O", "H", "H", "O", "H", "H", "O", "H", "H", "O", "H", "H", "O", "H", "H", "O", "H", "H", "O", "H", "H", "O", "H", "H", "O", "H", "H", "O", "H", "H", "O", "H", "H", "O", "H", "H", "O", "H", "H", "O", "H", "H", "O", "H", "H", "O", "H", "H", "O", "H", "H", "O", "H", "H", "O", "H", "H", "O", "H", "H", "O", "H", "H", "O", "H", "H", "O", "H", "H", "O", "H", "H", "O", "H", "H", "O", "H", "H", "O", "H", "H"], "positions_angstrom": [[2.14, 3.85, -1.94], [2.78, 3.18, -1.77], [2.41, 4.10, -2.86], [1.50, -3.14, 3.84], [0.53, -3.34, 3.94], [1.65, -3.35, 2.91], [-0.52, 2.95, 3.03], [-0.37, 3.61, 3.70], [-0.70, 2.08, 3.47], [-2.81, 2.49, 1.24], [-2.37, 2.09, 0.42], [-2.07, 2.83, 1.77], [-1.39, -3.15, 4.17], [-1.73, -2.43, 4.75], [-1.64, -2.91, 3.25], [-3.02, -2.84, -2.59], [-2.18, -2.58, -3.03], [-3.59, -2.75, -3.36], [3.13, 2.79, 1.21], [2.74, 3.67, 0.98], [3.79, 2.95, 1.92], [1.57, 0.60, 2.56], [1.84, 1.47, 2.18], [2.35, 0.03, 2.31], [-3.82, 1.72, -3.60], [-4.20, 1.42, -4.43], [-3.94, 1.03, -2.94], [-1.68, 0.86, -0.70], [-1.12, 1.10, -1.43], [-2.44, 0.34, -1.03], [1.99, -1.56, -3.88], [2.79, -1.99, -3.53], [1.88, -0.80, -3.27], [3.75, -1.66, 4.53], [2.99, -2.23, 4.45], [3.75, -1.25, 5.40], [2.36, 0.39, -1.87], [1.98, 0.11, -1.04], [3.11, 0.99, -1.66], [3.81, 1.74, 3.98], [3.05, 2.12, 4.44], [3.49, 0.83, 3.88], [1.91, 5.15, 0.59], [1.66, 5.00, -0.33], [1.05, 5.20, 1.00], [-0.42, 2.54, -2.47], [0.40, 3.01, -2.27], [-1.10, 3.12, -2.05], [-2.20, -1.69, 1.93], [-2.89, -1.46, 1.29], [-1.36, -1.58, 1.40], [3.76, -0.97, 1.58], [4.27, -1.11, 2.42], [3.71, -1.90, 1.20], [0.59, -3.28, 0.65], [-0.12, -3.92, 0.51], [0.33, -2.41, 0.42], [-0.66, -2.08, -4.04], [0.27, -1.88, -3.85], [-0.80, -1.62, -4.87], [-2.44, -0.85, -6.49], [-2.11, -0.08, -6.00], [-2.54, -0.54, -7.41], [-1.35, -4.91, 0.91], [-2.13, -4.38, 0.70], [-1.45, -5.20, 1.82], [-2.01, 4.52, -1.20], [-2.44, 5.02, -1.91], [-2.69, 4.10, -0.62], [-4.73, 0.85, 2.09], [-4.09, 1.56, 1.88], [-4.45, 0.46, 2.91], [-0.81, 0.35, 3.86], [0.11, 0.23, 3.47], [-1.31, -0.34, 3.37], [-5.11, -1.62, 0.65], [-5.27, -0.82, 1.19], [-5.82, -2.26, 0.68], [4.68, -2.18, -1.94], [4.16, -2.82, -1.38], [4.28, -1.37, -1.65], [4.40, 2.18, -1.15], [5.37, 2.10, -1.18], [4.08, 2.40, -0.27], [-3.84, -0.48, -1.59], [-3.43, -1.34, -1.90], [-4.43, -0.68, -0.84], [-1.40, 0.86, -4.73], [-2.10, 1.23, -4.12], [-0.56, 1.30, -4.53], [0.23, -0.69, 0.37], [-0.48, -0.09, 0.00], [0.70, -0.27, 1.12], [3.21, -3.63, 0.40], [2.25, -3.51, 0.41], [3.34, -4.58, 0.56]], "lowdin_charge": [-0.037, -0.009, 0.105, -0.074, 0.034, 0.025, -0.063, 0.037, 0.015, -0.085, 0.048, 0.024, -0.079, 0.073, 0.005, -0.054, 0.029, 0.062, -0.070, 0.027, 0.067, -0.096, 0.046, 0.037, -0.044, 0.053, 0.014, -0.057, 0.027, 0.033, -0.066, 0.042, 0.017, -0.055, -0.015, 0.054, -0.048, 0.024, 0.018, -0.054, 0.049, 0.007, -0.029, 0.024, 0.054, -0.075, 0.007, 0.026, -0.064, 0.033, 0.051, -0.087, 0.052, 0.042, -0.053, 0.003, -0.022, -0.056, -0.011, 0.018, -0.092, -0.027, 0.044, -0.018, 0.068, 0.068, -0.056, 0.068, 0.052, -0.066, 0.003, 0.035, -0.089, 0.033, 0.021, -0.058, 0.027, 0.065, -0.065, 0.030, -0.006, -0.057, 0.088, 0.001, -0.081, 0.027, 0.029, -0.089, 0.029, 0.058, -0.077, 0.036, 0.030, -0.062, -0.014, 0.068], "lumo_energy_ev": -0.04, "energy_ha": -2446.2584, "gap_ev": 10.46, "total_charge": 0}

---

3.
{"formula": "C32H78N12O13Si", "method": "wB97M-V/def2-TZVPD", "elements": ["C", "C", "O", "C", "C", "Si", "C", "C", "C", "C", "N", "C", "C", "O", "H", "H", "H", "H", "H", "H", "H", "H", "H", "H", "H", "H", "H", "H", "H", "H", "H", "H", "H", "H", "H", "H", "H", "C", "C", "N", "O", "H", "H", "H", "H", "H", "C", "C", "N", "O", "H", "H", "H", "H", "H", "C", "C", "N", "O", "H", "H", "H", "H", "H", "C", "C", "N", "O", "H", "H", "H", "H", "H", "C", "C", "N", "O", "H", "H", "H", "H", "H", "C", "C", "N", "O", "H", "H", "H", "H", "H", "C", "C", "N", "O", "H", "H", "H", "H", "H", "C", "C", "N", "O", "H", "H", "H", "H", "H", "C", "C", "N", "O", "H", "H", "H", "H", "H", "C", "C", "N", "O", "H", "H", "H", "H", "H", "C", "C", "N", "O", "H", "H", "H", "H", "H"], "positions_angstrom": [[9.43, -1.27, -3.44], [8.84, 0.17, -3.84], [7.45, 0.33, -3.51], [7.03, 1.58, -4.12], [5.45, 1.78, -4.11], [4.81, 2.71, -2.54], [3.14, 3.55, -3.08], [1.99, 2.45, -2.91], [1.01, 2.33, -4.15], [0.00, 1.08, -3.86], [0.49, -0.06, -4.68], [0.27, -1.35, -4.07], [0.52, -1.72, -2.55], [-0.12, -2.29, -4.82], [9.20, -1.56, -2.38], [10.57, -1.16, -3.53], [9.14, -2.05, -4.21], [9.05, 0.27, -4.97], [9.46, 1.01, -3.36], [7.35, 1.55, -5.23], [7.60, 2.47, -3.67], [4.92, 0.80, -4.30], [5.20, 2.47, -5.00], [5.79, 3.66, -2.00], [4.42, 1.70, -1.53], [3.31, 3.86, -4.17], [2.93, 4.46, -2.43], [1.41, 2.66, -1.95], [2.49, 1.43, -2.76], [0.35, 3.25, -4.29], [1.54, 2.17, -5.15], [-1.04, 1.42, -4.16], [0.05, 0.91, -2.74], [-0.09, -0.08, -5.54], [-0.26, -1.15, -1.92], [0.36, -2.83, -2.35], [1.57, -1.47, -2.21], [-3.75, -0.77, 1.44], [-2.83, -0.88, 0.26], [-3.38, -0.56, -0.95], [-1.66, -1.24, 0.34], [-3.33, -0.05, 2.15], [-3.83, -1.75, 1.92], [-4.74, -0.44, 1.16], [-4.33, -0.26, -1.07], [-2.78, -0.62, -1.76], [-1.75, 1.20, 5.92], [-2.62, 1.35, 4.70], [-3.66, 2.22, 4.82], [-2.44, 0.73, 3.67], [-0.72, 1.47, 5.65], [-1.77, 0.16, 6.25], [-2.08, 1.84, 6.74], [-3.85, 2.76, 5.65], [-4.26, 2.34, 4.02], [11.90, -4.66, -3.22], [12.76, -3.68, -2.48], [13.68, -4.21, -1.62], [12.66, -2.47, -2.61], [12.05, -4.53, -4.29], [10.85, -4.48, -2.97], [12.14, -5.69, -2.96], [13.79, -5.20, -1.48], [14.26, -3.57, -1.11], [-1.44, -5.85, -0.56], [-2.39, -5.80, 0.60], [-2.38, -4.65, 1.32], [-3.14, -6.72, 0.88], [-2.00, -5.99, -1.48], [-0.75, -6.68, -0.42], [-0.86, -4.93, -0.65], [-1.78, -3.87, 1.12], [-3.01, -4.59, 2.11], [-3.79, 6.21, 4.73], [-3.39, 5.84, 6.13], [-2.33, 6.52, 6.64], [-3.97, 4.99, 6.78], [-4.82, 6.57, 4.73], [-3.71, 5.33, 4.09], [-3.15, 6.99, 4.31], [-1.83, 7.23, 6.14], [-2.04, 6.28, 7.58], [-6.53, 1.46, 0.60], [-6.54, 2.73, 1.41], [-7.13, 3.80, 0.83], [-6.05, 2.81, 2.53], [-7.07, 0.68, 1.15], [-5.50, 1.15, 0.44], [-7.01, 1.59, -0.37], [-7.54, 3.78, -0.09], [-7.15, 4.66, 1.35], [-11.38, 3.78, 0.13], [-10.46, 3.67, -1.06], [-11.01, 4.00, -2.27], [-9.30, 3.32, -0.97], [-10.96, 4.50, 0.83], [-11.46, 2.80, 0.60], [-12.38, 4.11, -0.16], [-11.96, 4.29, -2.39], [-10.41, 3.93, -3.08], [9.39, -6.18, 0.12], [8.75, -6.45, -1.22], [7.55, -7.09, -1.19], [9.26, -6.13, -2.28], [9.52, -5.10, 0.24], [10.36, -6.67, 0.16], [8.77, -6.55, 0.94], [7.09, -7.38, -0.34], [7.11, -7.28, -2.07], [2.94, -5.53, -2.95], [3.03, -6.10, -1.56], [1.97, -5.86, -0.75], [3.99, -6.74, -1.17], [3.00, -6.34, -3.67], [3.77, -4.84, -3.11], [2.01, -4.99, -3.11], [1.16, -5.33, -1.03], [2.01, -6.23, 0.19], [-0.30, 5.47, 11.78], [-0.91, 5.17, 10.44], [-2.11, 4.53, 10.46], [-0.38, 5.47, 9.39], [-0.16, 6.55, 11.88], [0.67, 4.97, 11.85], [-0.93, 5.12, 12.60], [-2.59, 4.26, 11.31], [-2.55, 4.32, 9.58], [-10.00, -1.19, -3.24], [-10.01, 0.08, -2.43], [-10.60, 1.16, -3.02], [-9.53, 0.16, -1.31], [-10.53, -1.96, -2.69], [-8.97, -1.49, -3.40], [-10.48, -1.05, -4.21], [-11.01, 1.14, -3.93], [-10.63, 2.03, -2.49]], "lowdin_charge": [-0.083, -0.289, -0.185, -0.302, -0.288, 0.665, -0.336, -0.290, -0.191, -0.208, 0.028, -0.436, -0.013, -0.013, 0.079, 0.069, 0.078, 0.118, 0.124, 0.116, 0.115, 0.089, 0.078, -0.052, -0.031, 0.071, 0.066, 0.118, 0.075, 0.106, 0.113, 0.116, 0.105, 0.131, 0.060, 0.076, 0.092, 0.003, -0.578, 0.161, 0.011, 0.053, 0.086, 0.043, 0.088, 0.094, -0.004, -0.575, 0.185, 0.009, 0.087, 0.086, 0.069, 0.078, 0.080, -0.011, -0.596, 0.146, 0.017, 0.090, 0.064, 0.071, 0.092, 0.103, -0.013, -0.602, 0.165, 0.029, 0.094, 0.081, 0.054, 0.085, 0.108, -0.005, -0.596, 0.169, 0.005, 0.088, 0.080, 0.071, 0.100, 0.084, 0.002, -0.578, 0.163, 0.010, 0.100, 0.049, 0.070, 0.060, 0.107, 0.014, -0.589, 0.138, 0.028, 0.092, 0.097, 0.075, 0.110, 0.116, -0.008, -0.595, 0.166, 0.017, 0.087, 0.084, 0.070, 0.097, 0.109, -0.001, -0.597, 0.162, 0.016, 0.089, 0.090, 0.065, 0.058, 0.113, -0.009, -0.600, 0.160, 0.020, 0.088, 0.088, 0.071, 0.098, 0.101, -0.010, -0.591, 0.158, 0.035, 0.088, 0.088, 0.069, 0.097, 0.039], "lumo_energy_ev": 0.16, "energy_ha": -3190.9629, "gap_ev": 9.41, "total_charge": 0}

---

4.
{"formula": "C32H38AsBF2N5PtTe", "method": "wB97M-V/def2-TZVPD", "elements": ["Pt", "C", "C", "C", "C", "C", "N", "C", "C", "C", "C", "C", "C", "C", "N", "C", "C", "C", "N", "C", "C", "N", "C", "C", "C", "N", "H", "H", "H", "H", "H", "H", "H", "H", "H", "H", "H", "H", "H", "H", "H", "H", "H", "H", "Te", "C", "C", "C", "C", "C", "C", "H", "H", "H", "H", "H", "F", "B", "F", "C", "C", "As", "C", "C", "C", "C", "H", "H", "H", "H", "H", "H", "H", "H", "H", "H", "H", "H", "H", "H", "H"], "positions_angstrom": [[0.08, -0.07, 0.10], [6.09, -2.73, -1.52], [4.93, -1.78, -1.41], [4.40, -1.16, -2.54], [3.29, -0.35, -2.47], [2.67, -0.08, -1.25], [1.53, 0.68, -1.14], [1.30, 1.80, -1.94], [2.18, 2.87, -2.02], [1.86, 3.98, -2.78], [0.63, 4.08, -3.44], [0.26, 5.33, -4.19], [-0.24, 3.01, -3.37], [0.11, 1.86, -2.66], [-0.72, 0.71, -2.74], [-1.38, 0.32, -3.85], [-1.99, -0.88, -3.60], [-1.65, -1.18, -2.28], [-0.90, -0.22, -1.76], [3.25, -0.67, -0.11], [4.33, -1.53, -0.19], [2.78, -0.30, 1.20], [3.54, -0.03, 2.27], [2.72, 0.20, 3.35], [1.43, 0.05, 2.86], [1.47, -0.27, 1.56], [6.75, -2.46, -2.35], [5.75, -3.75, -1.69], [6.69, -2.73, -0.61], [4.86, -1.34, -3.51], [2.88, 0.09, -3.37], [3.12, 2.83, -1.48], [2.56, 4.80, -2.84], [1.13, 5.78, -4.66], [-0.16, 6.07, -3.51], [-0.48, 5.12, -4.96], [-1.20, 3.05, -3.87], [-1.31, 0.91, -4.75], [-2.57, -1.48, -4.28], [-1.92, -2.04, -1.69], [4.71, -1.99, 0.71], [4.61, -0.03, 2.18], [3.01, 0.44, 4.36], [0.48, 0.17, 3.35], [-0.58, -2.79, 0.41], [-0.24, -3.49, 2.38], [-0.01, -4.85, 2.52], [0.18, -5.41, 3.78], [0.15, -4.61, 4.91], [-0.08, -3.25, 4.78], [-0.28, -2.69, 3.52], [0.03, -5.49, 1.65], [0.35, -6.47, 3.87], [0.30, -5.04, 5.89], [-0.12, -2.61, 5.66], [-0.50, -1.64, 3.44], [-0.70, 2.12, 1.98], [0.06, 1.83, 0.92], [0.91, 2.80, 0.63], [-4.72, -0.65, -0.98], [-4.09, -0.90, 0.38], [-2.56, 0.21, 0.91], [-3.30, 2.02, 0.61], [-2.81, 2.67, -0.68], [-2.73, 0.02, 2.86], [-3.98, 0.64, 3.48], [-5.62, -1.25, -1.08], [-4.06, -0.91, -1.81], [-5.01, 0.40, -1.11], [-3.79, -1.94, 0.51], [-4.82, -0.66, 1.16], [-3.03, 2.63, 1.48], [-4.39, 1.94, 0.60], [-1.72, 2.81, -0.68], [-3.25, 3.65, -0.82], [-3.05, 2.06, -1.55], [-1.83, 0.45, 3.30], [-2.70, -1.06, 3.04], [-4.02, 1.72, 3.32], [-3.97, 0.47, 4.56], [-4.90, 0.21, 3.10]], "lowdin_charge": [1.053, -0.043, -0.263, -0.023, 0.008, -0.236, -0.103, -0.273, 0.007, -0.014, -0.255, -0.041, 0.018, -0.142, -0.037, -0.019, -0.018, -0.210, -0.125, -0.127, 0.025, -0.031, -0.006, 0.004, -0.120, -0.134, 0.082, 0.089, 0.080, 0.121, 0.123, 0.133, 0.123, 0.084, 0.090, 0.080, 0.124, 0.138, 0.117, 0.002, 0.128, 0.143, 0.116, 0.107, 0.935, -0.633, -0.172, -0.082, -0.085, -0.083, -0.173, 0.086, 0.108, 0.105, 0.105, 0.044, 0.144, -0.818, 0.223, -0.139, -0.387, 1.178, -0.390, -0.154, -0.401, -0.141, 0.084, 0.037, 0.067, 0.045, 0.061, 0.065, 0.078, 0.045, 0.086, 0.066, 0.045, 0.065, 0.066, 0.081, 0.065], "lumo_energy_ev": -3.37, "energy_ha": -4363.5267, "gap_ev": 6.20, "total_charge": 1}

---

5.
{"formula": "C5H2N5O2P", "method": "wB97M-V/def2-TZVPD", "elements": ["C", "C", "C", "C", "C", "N", "N", "N", "N", "N", "O", "O", "P", "H", "H"], "positions_angstrom": [[1.63, -0.02, -0.46], [0.82, -1.16, -0.17], [2.74, -1.50, 0.28], [1.41, 1.34, -1.00], [-0.96, 1.02, -1.21], [1.69, -2.18, 0.34], [0.06, 1.65, -1.18], [2.95, -0.33, -0.13], [-0.44, -1.51, -0.23], [-1.97, 0.35, -1.24], [2.27, 2.12, -1.24], [-2.42, 0.49, 2.09], [-1.93, -1.23, -0.51], [-2.75, -0.18, 2.70], [-3.12, 1.14, 1.97]], "lowdin_charge": [-0.123, -0.369, -0.053, -0.421, -0.298, 0.163, 0.225, 0.173, -0.234, -0.136, 0.144, -0.089, 0.940, 0.037, 0.040], "lumo_energy_ev": -2.31, "energy_ha": -957.1999, "gap_ev": 6.64, "total_charge": 0}

---

6.
{"formula": "CH3NO3S", "method": "wB97M-V/def2-TZVPD", "elements": ["C", "N", "O", "O", "O", "S", "H", "H", "H"], "positions_angstrom": [[0.60, 1.02, 0.12], [-1.53, -0.49, 0.44], [0.89, 0.06, -0.80], [-3.59, 0.34, -0.76], [0.27, 2.16, -0.10], [-2.73, 0.38, 0.41], [1.06, 0.67, 1.07], [-1.60, -1.43, -0.11], [0.75, 0.45, -1.68]], "lowdin_charge": [-0.445, -0.320, 0.031, -0.453, 0.058, 0.765, 0.144, 0.099, 0.119], "lumo_energy_ev": [0.63, -3.88], "multiplicity": 3, "energy_ha": -718.4045, "s2": 2.01, "gap_ev": [8.49, 7.13], "total_charge": 0}